(w)
Formula: C2H2BrNO2
Source: OMol25
Level of theory: the ωB97M-V functional and the def2-TZVPD basis

Results
net charge = 0
HOMO-LUMO gap = 10.139 eV
E_LUMO = -1.00 eV
SMILES = C#C[N+](=O)[O-].Br
multiplicity = 1
highest occupied orbital energy = -11.14 eV

Each line ends with the natural charge from an NBO analysis.
Geometry (Å):
Br  -2.0063  0.0317  2.2597  -0.190
O  2.7193  0.5587  0.8895  -0.349
O  2.4966  -1.5630  1.2228  -0.306
N  2.2227  -0.5483  0.6646  0.477
C  0.4580  -0.3986  -1.2390  -0.131
C  1.2368  -0.5275  -0.3137  0.058
H  -0.0602  -0.1345  -2.1227  0.251
H  -1.6834  1.1323  1.4958  0.191

---

(x)
Formula: C2H2BrNO2
Source: OMol25
Level of theory: the ωB97M-V functional and the def2-TZVPD basis

Results
net charge = 0
HOMO-LUMO gap (alpha / beta) = 9.048 / 6.427 eV
E_LUMO (alpha / beta) = -0.84 / -2.42 eV
multiplicity = 1
highest occupied orbital energy (alpha / beta) = -9.89 / -8.84 eV

Each line ends with the natural charge from an NBO analysis.
Geometry (Å):
Br  2.9162  -0.9881  0.3280  0.190
O  -1.9444  1.5783  -0.3427  -0.364
O  -1.7530  -0.6163  -0.3507  -0.364
N  -1.3218  0.5014  -0.1857  0.357
C  -0.0677  0.8598  0.0373  0.117
C  1.1433  -1.0453  0.1395  -0.337
H  0.6769  -1.9440  -0.2353  0.190
H  0.3504  1.6542  0.6096  0.212

---

(y)
Formula: C2H2BrNO2
Source: OMol25
Level of theory: the ωB97M-V functional and the def2-TZVPD basis

Results
net charge = 0
HOMO-LUMO gap = 10.319 eV
E_LUMO = 0.19 eV
SMILES = C#CBr.O=NO
multiplicity = 1
highest occupied orbital energy = -10.13 eV

Each line ends with the natural charge from an NBO analysis.
Geometry (Å):
Br  -2.6803  0.1835  0.3498  0.193
O  0.4017  -2.2282  -0.3230  -0.313
O  1.7479  -1.1095  0.8014  -0.556
N  1.2594  -1.4243  -0.4384  0.399
C  -0.6638  2.1452  -0.5940  -0.229
C  -1.3573  1.2953  -0.1515  -0.199
H  1.3086  -1.5187  1.5681  0.471
H  -0.0162  2.6567  -1.2124  0.234

---

Of the structures shown above, (y) is the most stable.